Version A
Molecular formula: C3H5NS
Method: DFT, wB97M-V/def2-TZVPD

Element x y z (Å)
1 S 0.105 -0.101 -0.912
2 N -0.640 -1.480 -0.706
3 C 1.001 3.448 1.739
4 C -0.433 -2.661 -1.314
5 C 0.537 2.458 1.230
6 H -1.443 -1.456 -0.047
7 H 0.375 -2.546 -2.016
8 H -0.974 -3.528 -1.051
9 H 0.117 1.567 0.958
10 H 1.354 4.298 2.120

Kohn-Sham gap (alpha / beta)	8.09 / 8.09	eV
E_LUMO (alpha / beta)	-0.22 / -0.21	eV

---

Version B
Molecular formula: C3H5NS
Method: DFT, wB97M-V/def2-TZVPD

Element x y z (Å)
1 S 1.877 0.179 0.038
2 N -0.698 -0.180 -0.305
3 C -1.441 0.939 0.049
4 C -2.041 -0.466 0.138
5 C 0.529 -0.678 -0.040
6 H -1.727 1.534 -0.780
7 H -2.286 -0.958 1.062
8 H -2.673 -0.668 -0.702
9 H -1.323 1.509 0.943
10 H 0.576 -1.798 0.123

Kohn-Sham gap	9.09	eV
E_LUMO	0.64	eV

---

What should be chosen as the least stable of them? Choose version A.

---

Version A
Molecular formula: C3H8NOS
Method: DFT, wB97M-V/def2-TZVPD

Element x y z (Å)
1 S -0.097 -0.808 0.263
2 O 0.984 1.449 -0.172
3 N -2.964 -0.355 0.068
4 C -1.915 0.512 0.116
5 C 1.243 0.168 -0.067
6 C 2.482 -0.673 -0.016
7 H -1.599 1.139 0.968
8 H 2.584 -0.938 1.019
9 H 1.716 2.077 -0.399
10 H 2.318 -1.685 -0.557
11 H -3.115 -1.060 0.789
12 H -1.822 0.949 -0.809
13 H -3.151 -0.725 -0.832
14 H 3.337 -0.049 -0.372

Kohn-Sham gap	9.19	eV
E_LUMO	-4.46	eV
total charge	+1

---

Version B
Molecular formula: C3H8NOS
Method: DFT, wB97M-V/def2-TZVPD

Element x y z (Å)
1 S 1.949 1.381 -0.293
2 O -0.483 0.254 0.173
3 N -3.348 0.614 0.009
4 C 2.885 -0.130 0.077
5 C 0.717 0.160 0.067
6 C 1.580 -1.046 0.010
7 H -3.734 -0.293 0.004
8 H -3.506 1.042 -0.919
9 H 1.384 -1.490 -0.976
10 H -2.386 0.421 -0.173
11 H 3.316 -0.076 0.982
12 H 1.542 -1.750 0.894
13 H 3.663 -0.277 -0.661
14 H -3.579 1.190 0.806

Kohn-Sham gap	9.09	eV
E_LUMO	-3.80	eV
total charge	+1

---

Version C
Molecular formula: C3H8NOS
Method: DFT, wB97M-V/def2-TZVPD

Element x y z (Å)
1 S 2.620 0.167 0.528
2 O -1.722 -1.824 0.498
3 N -1.346 0.592 -0.594
4 C -0.592 -1.508 0.205
5 C 0.815 0.479 0.691
6 C -0.044 -0.186 -0.335
7 H 3.000 0.983 -0.529
8 H 0.235 -2.370 0.412
9 H 0.661 1.550 0.778
10 H -1.176 1.633 -0.664
11 H -1.691 0.345 -1.624
12 H 0.580 0.047 1.718
13 H 0.660 -0.160 -1.197
14 H -2.000 0.251 0.113

Kohn-Sham gap	9.46	eV
E_LUMO	-4.11	eV
total charge	+1

---

Version D
Molecular formula: C3H8NOS
Method: DFT, wB97M-V/def2-TZVPD

Element x y z (Å)
1 S -2.365 -1.646 -0.983
2 O -0.709 -1.728 -0.597
3 N 1.433 0.980 1.446
4 C 0.204 0.805 1.016
5 C -0.065 0.945 -0.450
6 C 0.155 -0.688 -0.999
7 H -2.761 -2.398 0.117
8 H 2.224 1.223 0.861
9 H 1.505 0.850 2.431
10 H 1.318 -0.951 -0.816
11 H -0.575 0.696 1.803
12 H 0.641 1.590 -1.089
13 H -1.029 1.075 -0.713
14 H 0.026 -0.754 -2.027

Kohn-Sham gap	7.38	eV
E_LUMO	-5.22	eV
total charge	+1

---

What should be chosen as the least stable of them? Choose version D.

---

Version A
Molecular formula: C3H8NOS
Method: DFT, wB97M-V/def2-TZVPD

Element x y z (Å)
1 S 0.699 -1.109 -1.531
2 O 2.171 -0.305 -1.406
3 N -0.322 0.708 0.678
4 C 3.202 -0.698 -1.962
5 C -2.460 0.375 1.509
6 C -1.193 -0.109 1.031
7 H -2.351 1.303 1.968
8 H -3.211 0.513 0.641
9 H 3.229 -1.518 -2.662
10 H -0.807 -1.153 0.674
11 H -3.083 -0.238 2.155
12 H 0.601 0.517 0.154
13 H -0.426 1.716 0.697
14 H 3.951 -0.003 -1.945

Kohn-Sham gap	7.87	eV
E_LUMO	-4.60	eV
total charge	+1

---

Version B
Molecular formula: C3H8NOS
Method: DFT, wB97M-V/def2-TZVPD

Element x y z (Å)
1 S 2.498 -0.032 0.212
2 O 0.631 -1.903 -0.236
3 N 1.073 0.396 -0.012
4 C -0.123 -0.810 -0.295
5 C -1.541 -0.779 0.322
6 C 0.821 1.859 -0.119
7 H 0.576 -2.277 0.653
8 H -0.245 -0.475 -1.278
9 H -1.725 -0.599 1.438
10 H 0.239 1.877 -1.083
11 H 1.845 2.470 -0.203
12 H -2.249 -0.154 -0.219
13 H -2.006 -1.758 0.149
14 H 0.207 2.186 0.670

Kohn-Sham gap	7.85	eV
E_LUMO	-6.65	eV
total charge	+1

---

What should be chosen as the least stable of them? Choose version A.

---

Version A
Molecular formula: C3H8NOS
Method: DFT, wB97M-V/def2-TZVPD

Element x y z (Å)
1 S -1.337 0.482 -1.057
2 O 1.171 -0.590 -1.425
3 N 1.164 0.148 1.577
4 C 1.618 0.780 -1.556
5 C -1.718 -1.278 -0.731
6 C 0.295 0.309 -1.189
7 H 1.765 1.247 -2.494
8 H 2.341 1.269 -0.866
9 H 0.689 0.838 2.228
10 H -1.675 -1.268 0.334
11 H 0.697 -0.707 1.566
12 H 2.101 -0.075 1.864
13 H -2.607 -1.672 -1.091
14 H -0.851 -1.978 -0.966

Kohn-Sham gap	9.28	eV
E_LUMO	-4.98	eV
total charge	+1

---

Version B
Molecular formula: C3H8NOS
Method: DFT, wB97M-V/def2-TZVPD

Element x y z (Å)
1 S 2.238 -0.719 0.542
2 O 0.847 0.832 -1.164
3 N -1.019 -1.059 -0.271
4 C -1.962 -0.658 0.517
5 C -2.979 -0.039 1.039
6 C 1.911 0.893 -0.276
7 H 1.109 0.543 -2.022
8 H 2.681 1.345 -0.860
9 H 3.516 -0.721 0.452
10 H 1.588 1.639 0.353
11 H -0.446 -0.253 -0.757
12 H -0.737 -2.046 -0.249
13 H -2.697 0.203 2.078
14 H -4.049 0.039 0.618

Kohn-Sham gap	8.55	eV
E_LUMO	-4.64	eV
total charge	+1

---

What should be chosen as the least stable of them? Choose version A.